# 1
A structure of composition C2 in a non-equilibrium geometry. Source: the OMol25 dataset; level of theory: ωB97M-V/def2-TZVPD.

Last column: natural (NBO) charge in e.
Geometry (Å):
C (0.000, 0.000, 1.003)  -0.500
C (0.000, 0.000, -1.003)  -0.500

The value obtained for the total energy is -75.830411 a.u. Its largest force on an atom is 0.1596 hartree/bohr. The value obtained for the energy above the lowest of the compared OMol25 structures with the same formula, charge and spin is 532.59 kJ/mol. As for the charge: -1. Its orbital gap (alpha / beta) is 7.45 / 6.42 eV. Its lowest unoccupied orbital energy (alpha / beta) is 5.6 / 4.9 eV. As for the multiplicity: 2.

***

# 2
The molecule BrH3NP in a non-equilibrium geometry. Source: the OMol25 dataset; level of theory: ωB97M-V/def2-TZVPD.

Last column: natural (NBO) charge in e.
Geometry (Å):
Br (-2.234, -0.170, 0.276)  -0.207
P (-0.429, 0.939, 0.246)  0.592
H (0.376, -0.978, -0.702)  0.357
H (1.406, 0.017, -1.149)  0.361
N (0.967, -0.248, -0.264)  -1.072
H (-0.086, 0.440, 1.595)  -0.030

The value obtained for the total energy is -2971.907680 a.u. Its largest force on an atom is 0.0861 hartree/bohr. The value obtained for the energy above the lowest of the compared OMol25 structures with the same formula, charge and spin is 73.82 kJ/mol. Its orbital gap is 9.92 eV. As for the SMILES: NPBr. Its lowest unoccupied orbital energy is 0.6 eV. As for the multiplicity: 1.

***

# 3
The molecule C15H16F5NO3. Source: the OMol25 dataset; level of theory: ωB97M-V/def2-TZVPD.

Last column: natural (NBO) charge in e.
Geometry (Å):
C (4.656, 0.103, 0.500)  -0.232
F (1.197, 3.252, -0.187)  -0.308
C (3.456, 0.298, 1.161)  -0.175
H (1.744, -3.309, -0.776)  0.398
H (3.342, 1.126, 1.845)  0.217
C (2.389, -0.559, 0.957)  -0.269
C (2.519, -1.621, 0.070)  0.226
F (-0.393, 2.006, 1.556)  -0.325
O (-2.513, -1.664, -1.473)  -0.626
F (-1.578, 3.378, 0.384)  -0.331
H (5.725, -1.129, -0.889)  0.215
C (-2.114, -3.414, 0.133)  -0.497
N (1.478, -2.528, -0.192)  -0.612
H (-1.203, 0.137, -0.022)  0.276
H (-2.746, -4.212, -0.260)  0.239
H (-2.152, -3.426, 1.221)  0.239
C (0.280, 2.414, -0.665)  0.918
O (-0.318, -1.499, 0.755)  -0.633
C (-0.682, -3.581, -0.372)  -0.501
F (-0.166, 2.920, -1.819)  -0.316
H (1.460, -0.400, 1.476)  0.252
C (-2.663, -2.087, -0.356)  0.827
C (-1.793, 1.051, -0.118)  -0.487
H (5.483, 0.777, 0.664)  0.214
C (-0.903, 2.199, 0.316)  0.624
H (-2.750, 0.770, 1.789)  0.223
O (-3.370, -1.478, 0.594)  -0.506
H (3.837, -2.654, -1.271)  0.203
H (-0.680, -3.556, -1.465)  0.245
C (3.731, -1.823, -0.587)  -0.270
H (-3.619, 1.870, 0.700)  0.221
H (-4.126, -0.143, -0.783)  0.202
H (-0.262, -4.531, -0.038)  0.229
C (4.791, -0.965, -0.371)  -0.195
C (-3.046, 0.943, 0.753)  -0.425
H (-4.890, -0.180, 0.838)  0.195
F (0.898, 1.268, -0.957)  -0.312
H (-2.065, 1.196, -1.165)  0.232
C (0.168, -2.422, 0.134)  0.700
C (-3.943, -0.207, 0.295)  -0.075

The value obtained for the total energy is -1361.076404 a.u. Its largest force on an atom is 0.0122 hartree/bohr. The value obtained for the energy above the lowest of the compared OMol25 structures with the same formula, charge and spin is 0.00 kJ/mol. Its orbital gap is 9.32 eV. As for the SMILES: O=C(CCC(=O)OCCCC(F)(F)C(F)(F)F)Nc1ccccc1. Its lowest unoccupied orbital energy is 0.6 eV. As for the multiplicity: 1.

***

# 4
The molecule C4H5IN2 in a non-equilibrium geometry. Source: the OMol25 dataset; level of theory: ωB97M-V/def2-TZVPD.

Last column: natural (NBO) charge in e.
Geometry (Å):
H (1.983, -1.311, -0.492)  0.211
H (-0.658, 1.994, 0.429)  0.216
C (-0.505, 0.961, 0.343)  -0.197
H (1.459, 1.176, -0.449)  0.250
C (0.973, -0.806, -0.477)  -0.286
C (0.924, 0.571, 0.315)  -0.460
I (-3.485, 0.418, -0.031)  0.202
N (-1.123, -1.311, 0.278)  -0.144
N (0.008, -1.681, 0.125)  -0.106
H (0.724, -0.671, -1.458)  0.205
H (1.163, 0.556, 1.410)  0.243
C (-1.464, 0.104, 0.007)  -0.133

The value obtained for the total energy is -562.516879 a.u. Its largest force on an atom is 0.0823 hartree/bohr. The value obtained for the energy above the lowest of the compared OMol25 structures with the same formula, charge and spin is 258.65 kJ/mol. Its orbital gap is 9.09 eV. As for the SMILES: IC1=CCCN=N1. Its lowest unoccupied orbital energy is 0.3 eV. As for the multiplicity: 1.

***

# 5
A structure of composition C31H26BaBr2N6O6PS in a non-equilibrium geometry. Source: the OMol25 dataset; level of theory: ωB97M-V/def2-TZVPD.

Last column: Löwdin charge in e.
Geometry (Å):
C (13.814, 17.096, 7.183)  -0.200
H (9.162, 5.365, 8.223)  0.104
H (8.299, 21.340, 12.799)  0.106
O (10.717, 12.936, 9.404)  -0.359
H (12.176, 13.111, 5.188)  0.098
C (9.039, 7.537, 8.080)  -0.097
H (10.463, 7.025, 4.526)  0.102
C (10.946, 11.873, 6.478)  -0.082
C (10.025, 8.432, 6.063)  -0.076
C (7.868, 18.111, 11.651)  -0.230
N (6.318, 14.953, 11.016)  -0.104
H (9.700, 5.031, 5.926)  0.102
C (7.558, 19.354, 12.264)  -0.008
H (10.279, 10.282, 10.285)  0.063
H (6.505, 19.598, 12.342)  0.094
C (11.336, 11.957, 9.883)  -0.784
H (5.045, 18.040, 10.965)  0.088
C (12.600, 16.924, 7.954)  -0.158
H (5.916, 11.842, 11.777)  0.092
O (5.595, 15.198, 7.976)  0.097
C (9.771, 6.047, 6.302)  -0.139
N (5.766, 12.734, 11.281)  0.047
C (6.922, 17.042, 11.549)  -0.282
H (4.836, 13.019, 10.973)  0.094
C (9.436, 8.649, 7.327)  -0.396
Br (15.634, 18.902, 5.748)  0.740
C (8.627, 11.743, 5.908)  -0.149
H (10.430, 9.292, 5.481)  0.109
N (6.550, 14.352, 7.375)  -0.377
H (5.222, 17.806, 12.717)  0.066
C (10.083, 18.634, 11.700)  -0.159
H (5.956, 15.447, 8.864)  0.096
C (12.847, 18.889, 5.945)  -0.206
H (8.711, 7.642, 9.111)  0.095
C (10.094, 13.238, 4.703)  -0.095
H (10.767, 20.504, 12.305)  0.100
H (4.780, 16.554, 11.821)  0.062
C (9.326, 6.243, 7.572)  -0.111
C (11.602, 18.703, 6.584)  -0.570
C (11.466, 17.788, 7.733)  -0.433
H (11.118, 18.450, 11.457)  0.110
O (10.338, 17.560, 8.301)  -0.288
P (9.298, 10.296, 8.082)  1.074
O (7.586, 14.015, 8.017)  -0.034
N (9.149, 17.784, 11.406)  0.048
C (13.429, 14.919, 8.832)  -0.152
H (7.628, 11.328, 6.018)  0.106
Ba (9.739, 15.262, 9.736)  1.775
C (8.820, 12.722, 4.925)  -0.088
H (10.267, 14.000, 4.004)  0.081
H (7.971, 13.030, 4.264)  0.112
C (5.470, 17.402, 11.748)  -0.060
H (13.199, 14.100, 9.540)  0.104
O (6.172, 13.910, 6.322)  0.122
C (13.998, 18.246, 6.365)  -0.696
C (6.688, 13.713, 11.462)  -0.883
C (10.180, 7.128, 5.578)  -0.106
C (9.660, 11.355, 6.685)  -0.470
N (12.481, 15.794, 8.685)  0.019
S (8.304, 13.290, 12.017)  0.412
C (9.853, 19.936, 12.146)  -0.065
H (13.040, 19.524, 5.067)  0.088
H (15.522, 14.339, 8.290)  0.114
C (14.660, 15.026, 8.178)  -0.040
C (11.179, 12.786, 5.442)  -0.076
C (10.793, 10.584, 9.353)  -0.212
Br (9.979, 19.427, 5.820)  0.662
C (14.797, 16.138, 7.367)  -0.059
N (7.272, 15.835, 11.181)  -0.145
O (12.206, 12.039, 10.748)  -0.013
C (8.548, 20.333, 12.449)  -0.054
H (15.767, 16.279, 6.873)  0.087
H (11.541, 9.807, 9.264)  0.061
H (11.778, 11.765, 7.234)  0.123

The value obtained for the total energy is -7889.983683 a.u. Its largest force on an atom is 0.0675 hartree/bohr. The value obtained for the energy above the lowest of the compared OMol25 structures with the same formula, charge and spin is 70.97 kJ/mol. As for the charge: -1. Its orbital gap is 6.55 eV. Its lowest unoccupied orbital energy is 1.8 eV. As for the multiplicity: 1.

***

# 6
The ion C9H15N3 with charge +2 in a non-equilibrium geometry. Source: the OMol25 dataset; level of theory: ωB97M-V/def2-TZVPD.

Last column: natural (NBO) charge in e.
Geometry (Å):
N (1.470, 1.561, 0.820)  -0.489
H (-2.947, -2.576, 0.368)  0.477
H (2.015, 4.493, -0.618)  0.257
H (0.388, -0.199, 2.411)  0.256
N (-2.134, -2.930, -0.379)  -0.684
C (2.390, 3.723, 0.093)  -0.710
H (0.686, 3.033, -1.769)  0.462
H (3.341, 3.531, -0.257)  0.275
C (-0.846, -1.502, 1.084)  -0.453
C (0.088, 1.130, -0.910)  0.064
C (0.595, 0.552, 0.339)  0.174
H (-2.555, -3.091, -1.283)  0.460
C (0.452, -0.786, 1.493)  -0.350
H (1.365, -1.408, 1.365)  0.256
C (-1.080, -1.858, -0.368)  -0.104
C (-0.966, 0.466, -1.589)  -0.201
H (-1.453, 1.060, -2.481)  0.267
H (-1.727, -3.799, -0.001)  0.461
C (1.507, 2.590, -0.038)  0.481
H (-0.150, -2.160, -0.880)  0.261
H (-0.898, -2.457, 1.681)  0.241
H (1.957, 1.522, 1.739)  0.464
N (0.691, 2.359, -1.043)  -0.442
C (-1.537, -0.685, -1.324)  -0.195
H (-2.351, -0.923, -1.979)  0.230
H (2.493, 4.370, 0.949)  0.296
H (-1.741, -0.725, 1.448)  0.247

The value obtained for the total energy is -515.554384 a.u. Its largest force on an atom is 0.1087 hartree/bohr. The value obtained for the energy above the lowest of the compared OMol25 structures with the same formula, charge and spin is 184.90 kJ/mol. As for the charge: +2. Its orbital gap is 9.13 eV. As for the SMILES: Cc1[nH]c2c([nH+]1)C=C[C@H]([NH3+])CC2. Its lowest unoccupied orbital energy is -6.6 eV. As for the multiplicity: 1.